1.
# C6H9NO

A cluster of 2 separate species, C6H9NO in total (ωB97M-V/def2-TZVPD, the Open Molecules 2025 dataset).

Last column: Mulliken charge in e.
Element x y z (Å)
C  0.56  0.47  1.31  -0.33
C  0.99  0.70  -0.07  0.61
C  0.95  -0.56  -0.81  -0.71
C  0.70  -1.80  -0.38  -0.68
C  0.10  1.46  -1.12  -0.21
C  -0.98  0.85  -1.64  -1.10
H  -1.78  -1.77  1.74  0.39
H  1.41  0.49  1.93  0.42
H  1.87  1.21  -0.43  0.40
H  0.68  -0.40  -2.05  0.41
H  0.83  -2.47  -1.23  0.37
H  0.95  -2.17  0.78  0.21
H  0.32  2.66  -1.18  0.23
H  -1.04  -0.37  -1.47  0.35
H  -1.41  1.40  -2.31  0.45
N  -0.46  -0.02  1.78  -0.38
O  -1.57  -0.65  1.01  -0.42

- Strongest force on any atom: 6.24 eV/Å
- E: -363.6620 Ha
- HOMO level: -9.0 eV
- E_LUMO: 0.0 eV
- Spin multiplicity: 1
- Net charge: 0

---

2.
# C3H6O

An isolated molecule of C3H6O (ωB97M-V/def2-TZVPD, the Open Molecules 2025 dataset).

Last column: Mulliken charge in e.
Element x y z (Å)
O  1.50  -0.12  -0.19  -0.54
C  0.23  0.06  0.34  0.16
C  -0.97  0.76  -0.15  -0.62
C  -0.93  -0.73  -0.09  -0.63
H  2.24  0.50  0.21  0.33
H  0.21  -0.06  1.47  0.22
H  -0.67  1.18  -1.06  0.31
H  -1.34  1.23  0.74  0.29
H  -1.53  -1.33  0.68  0.21
H  -0.93  -1.07  -1.09  0.28

- Strongest force on any atom: 4.56 eV/Å
- E: -193.0625 Ha
- HOMO level: -9.6 eV
- E_LUMO: 0.9 eV
- SMILES: OC1CC1
- Spin multiplicity: 1
- Net charge: 0

---

3.
# C28H66F6N2O12Zr

A structure of composition C28H66F6N2O12Zr (ωB97M-V/def2-TZVPD, the Open Molecules 2025 dataset).

Last column: Mulliken charge in e.
Element x y z (Å)
Zr  -3.22  -0.04  -5.53  1.52
C  -4.32  -2.24  -3.23  0.31
O  -4.21  -1.25  -2.23  -0.14
O  -4.16  -1.58  -4.43  -0.88
C  -3.32  -3.36  -2.93  0.45
F  -2.16  -2.92  -2.45  -0.17
F  -3.88  -4.19  -2.06  -0.25
F  -3.00  -4.05  -4.04  -0.29
C  -4.93  -1.49  -1.01  -0.34
C  -4.98  -0.26  -0.13  -0.93
H  -5.23  0.63  -0.72  0.28
H  -5.73  -0.39  0.64  0.48
H  -3.99  -0.03  0.27  -0.04
H  -4.43  -2.28  -0.45  0.32
H  -5.95  -1.85  -1.17  0.41
H  -5.36  -2.60  -3.16  0.46
C  -0.80  0.54  -3.23  0.30
O  -1.65  0.82  -2.15  -0.04
O  -1.57  0.04  -4.24  0.23
C  0.02  1.80  -3.53  0.33
F  1.12  1.89  -2.83  -0.08
F  0.45  1.70  -4.83  -0.22
F  -0.72  2.90  -3.40  -0.21
C  -1.07  0.69  -0.84  -0.36
C  -0.88  -0.74  -0.42  0.19
H  -1.02  -0.89  0.66  -0.66
H  -1.58  -1.47  -0.83  -0.16
H  0.11  -1.15  -0.66  0.41
H  -1.75  1.17  -0.14  0.43
H  -0.15  1.27  -0.75  0.16
H  -0.09  -0.22  -2.86  0.27
C  1.99  3.63  -6.30  -0.46
O  2.90  4.67  -6.61  -0.52
H  1.17  4.03  -5.69  0.27
H  1.78  2.93  -7.12  0.17
H  2.54  3.01  -5.58  0.22
H  2.44  5.38  -7.07  0.31
C  -1.06  6.14  -1.52  -0.35
O  -1.91  7.24  -1.80  -0.51
H  -1.37  5.22  -2.02  -0.06
H  -0.01  6.29  -1.78  0.28
H  -1.11  5.92  -0.44  0.32
H  -1.45  8.00  -1.43  0.32
O  -1.97  4.35  -5.32  -0.54
H  -1.68  4.17  -4.43  0.39
H  -2.48  3.59  -5.60  0.20
O  -3.97  0.98  -3.66  -0.53
H  -3.68  0.47  -2.85  0.18
H  -4.05  1.91  -3.38  0.37
O  -1.93  -1.98  -6.01  -0.49
H  -1.58  -2.65  -5.40  0.27
H  -1.45  -2.13  -6.85  0.30
O  -1.50  0.58  -6.98  -0.57
H  -1.17  1.49  -7.11  0.32
H  -0.73  0.01  -7.10  0.30
C  1.12  -2.31  4.70  -1.71
C  -0.31  -2.82  4.86  1.67
C  -0.92  -2.52  6.21  -1.23
C  -1.36  -1.08  6.41  -0.73
C  -2.41  -0.74  5.35  -1.22
C  -1.89  -1.01  3.93  1.91
N  -1.16  -2.26  3.79  0.22
O  -0.71  -2.44  2.47  -0.32
C  -3.11  -1.00  3.02  -1.71
C  -0.98  0.17  3.54  -1.76
C  -0.30  -4.35  4.71  -2.07
H  1.57  -2.72  3.80  0.44
H  1.70  -2.58  5.59  0.49
H  1.27  -1.22  4.67  0.20
H  -1.79  -3.15  6.40  0.34
H  -0.23  -2.71  7.04  0.44
H  -0.50  -0.40  6.36  0.34
H  -1.78  -0.90  7.40  0.44
H  -2.68  0.31  5.42  0.41
H  -3.30  -1.32  5.59  0.38
H  -3.76  -0.13  3.17  0.45
H  -2.85  -0.96  1.96  -0.05
H  -3.73  -1.90  3.11  0.51
H  -0.24  -0.07  2.77  0.11
H  -1.51  1.09  3.27  0.52
H  -0.33  0.48  4.37  0.39
H  0.38  -4.79  5.44  0.38
H  0.14  -4.60  3.73  0.51
H  -1.30  -4.77  4.77  0.44
H  -0.80  -3.40  2.36  0.31
C  5.80  0.18  -0.40  -1.84
C  4.34  0.04  -0.02  2.24
C  3.92  -1.41  0.17  -0.89
C  4.54  -2.00  1.44  -1.23
C  3.99  -1.20  2.61  -0.38
C  4.21  0.32  2.56  1.50
N  4.03  0.81  1.20  0.57
O  4.36  2.18  1.07  -0.54
C  3.24  0.95  3.52  -1.88
C  5.66  0.62  3.04  -1.54
C  3.47  0.62  -1.16  -2.30
H  6.07  1.18  -0.72  0.34
H  6.07  -0.55  -1.18  0.41
H  6.52  -0.10  0.37  0.32
H  2.84  -1.53  0.26  -0.15
H  4.29  -1.92  -0.72  0.63
H  5.63  -2.04  1.37  0.38
H  4.16  -3.02  1.50  0.49
H  4.32  -1.66  3.54  0.69
H  2.90  -1.31  2.63  -0.36
H  3.36  0.58  4.54  0.38
H  3.25  2.04  3.66  0.50
H  2.20  0.76  3.22  0.15
H  5.91  -0.13  3.80  0.40
H  6.42  0.50  2.28  0.25
H  5.72  1.56  3.59  0.37
H  3.27  -0.11  -1.94  0.42
H  3.97  1.52  -1.53  0.42
H  2.49  0.97  -0.80  0.27
H  3.58  2.54  0.64  0.35

- Strongest force on any atom: 9.46 eV/Å
- E: -2764.3922 Ha
- HOMO level: -11.0 eV
- E_LUMO: -9.7 eV
- Spin multiplicity: 1
- Net charge: +2

---

4.
# C11H9B2Br2NO19

A cluster of 5 separate species, C11H9B2Br2NO19 in total (ωB97M-V/def2-TZVPD, the Open Molecules 2025 dataset).

Last column: Mulliken charge in e.
Element x y z (Å)
N  2.03  -0.03  0.24  0.04
H  1.98  -0.56  -0.65  0.39
H  1.21  0.58  0.28  -0.09
H  2.86  0.56  0.18  0.32
H  2.12  -0.60  1.09  0.37
O  1.64  -1.56  2.83  -0.81
C  0.55  -2.05  2.61  0.70
O  -0.04  -2.13  1.46  -0.29
B  -1.33  -2.84  1.62  1.25
O  -1.45  -3.07  3.08  -0.59
C  -0.41  -2.53  3.70  0.37
O  -0.19  -2.48  4.87  -0.63
O  -2.40  -2.01  1.02  -0.24
C  -3.14  -2.71  0.18  0.61
O  -4.11  -2.30  -0.38  -0.63
C  -2.40  -4.04  -0.04  0.47
O  -1.37  -4.10  0.82  -0.54
O  -2.62  -4.84  -0.90  -0.60
O  5.04  4.29  -2.47  -0.60
C  4.01  3.67  -2.42  0.25
O  2.85  3.93  -3.00  -0.51
B  1.86  2.89  -2.56  1.04
O  2.55  2.14  -1.53  -0.33
C  3.79  2.54  -1.38  0.75
O  4.61  1.97  -0.70  -0.64
O  1.44  2.05  -3.68  -0.54
C  0.12  1.94  -3.66  0.64
O  -0.52  1.30  -4.43  -0.57
C  -0.44  2.89  -2.56  0.55
O  0.63  3.55  -2.05  -0.50
O  -1.55  3.05  -2.19  -0.58
O  1.25  -1.69  -1.69  -0.51
C  0.06  -1.78  -2.46  0.70
O  0.19  -2.37  -3.56  -0.79
O  -0.99  -1.33  -1.98  -0.66
H  1.67  -2.18  -2.44  0.19
Br  -1.18  1.05  1.03  0.00
C  -1.83  1.74  2.71  -0.67
C  -2.89  0.79  3.27  -0.50
Br  -4.44  0.68  2.06  -0.13
H  -2.28  2.73  2.61  0.40
H  -1.00  1.86  3.41  0.39
H  -3.33  1.20  4.17  0.43
H  -2.54  -0.22  3.48  0.09

- Strongest force on any atom: 4.25 eV/Å
- E: -7107.2587 Ha
- HOMO level: -3.0 eV
- E_LUMO: 4.0 eV
- Spin multiplicity: 1
- Net charge: -2